# 1
This record from the Open Molecules 2025 dataset describes a molecular structure, C2N2O at a distorted geometry. The level of theory is ωB97M-V/def2-TZVPD.

Each line ends with the natural charge from an NBO analysis.
Geometry (Å):
O -0.785 -0.896 0.287  -0.2449
N 0.951 0.778 0.224  -0.5748
N -0.871 -0.316 -0.829  -0.1164
C 0.155 0.471 -0.775  0.4993
C 0.550 -0.037 1.093  0.4368

Properties
Gap between HOMO and LUMO (alpha / beta), hartree: 0.316 / 0.266
DFT total energy, eV: -7093.3137
Spin multiplicity: 1
Energy relative to the best compared isomer or geometry (same formula, charge and spin), eV: 5.2051
LUMO (alpha / beta), eV: -2.0 / -3.3



# 2
This record from the Open Molecules 2025 dataset describes 3 unconnected molecules or ions with the total composition C4H14O4 at a distorted geometry. The level of theory is ωB97M-V/def2-TZVPD.

Each line ends with the natural charge from an NBO analysis.
Geometry (Å):
O 0.887 -3.561 2.635  -0.9503
O -0.309 3.134 -2.719  -0.7329
O 0.016 -1.770 0.201  -0.7421
O 1.777 -0.403 3.749  -0.9345
C -1.388 1.455 -1.342  -0.4244
C -0.177 -0.794 -0.852  -0.0593
C -1.244 0.224 -0.427  -0.4283
C -0.190 1.772 -2.249  -0.0642
H 0.810 -0.327 -0.889  0.1758
H 1.160 -2.772 3.123  0.4787
H 1.271 -3.384 1.765  0.4714
H -0.207 1.213 -3.184  0.1796
H -1.563 2.353 -0.753  0.2128
H -0.740 -2.377 0.256  0.4696
H -0.806 0.540 0.514  0.2134
H 0.793 1.653 -1.792  0.1605
H 2.730 -0.403 3.583  0.4666
H -2.198 -0.274 -0.279  0.2056
H -0.374 -1.345 -1.773  0.1628
H -2.202 1.304 -2.039  0.2059
H 0.179 3.730 -2.144  0.4644
H 1.777 0.032 4.617  0.4691

Properties
Gap between HOMO and LUMO, hartree: 0.397
DFT total energy, eV: -12564.1948
Spin multiplicity: 1
Energy relative to the best compared isomer or geometry (same formula, charge and spin), eV: 0.8333
LUMO, eV: 0.5
SMILES: OCCCCO.O.O



# 3
This record from the Open Molecules 2025 dataset describes 2 unconnected molecules or ions with the total composition C2H4INS at a distorted geometry. The level of theory is ωB97M-V/def2-TZVPD.

Each line ends with the natural charge from an NBO analysis.
Geometry (Å):
I -3.184 -0.627 -0.147  0.0559
S -1.794 1.243 0.321  -0.2509
N 1.423 -0.213 1.126  -0.5363
C 0.735 -0.540 0.112  0.0087
C 0.372 0.554 -0.712  -0.2186
H 0.147 -1.374 -0.174  0.1788
H 1.547 -0.962 1.797  0.3422
H 0.833 1.455 -0.601  0.2018
H -0.080 0.464 -1.721  0.2186

Properties
Gap between HOMO and LUMO (alpha / beta), hartree: 0.263 / 0.263
DFT total energy, eV: -22562.3767
Spin multiplicity: 1
Energy relative to the best compared isomer or geometry (same formula, charge and spin), eV: 1.9272
LUMO (alpha / beta), eV: -1.5 / -1.5



# 4
This record from the Open Molecules 2025 dataset describes 2 unconnected molecules or ions with the total composition C5H12O3 at a distorted geometry. The level of theory is ωB97M-V/def2-TZVPD.

Each line ends with the natural charge from an NBO analysis.
Geometry (Å):
O 0.864 3.753 2.080  -0.5248
O 0.255 -2.260 -1.039  -0.7176
O -3.728 -4.153 0.235  -0.9423
C 1.425 1.266 -0.416  -0.3931
C 0.317 0.152 -0.456  -0.4419
C 0.809 -1.260 -0.177  -0.0698
C 0.636 2.700 1.500  0.3914
C 0.815 2.608 0.030  -0.5115
H -4.675 -4.241 0.409  0.4721
H 0.643 1.874 2.222  0.1395
H 1.868 -1.435 -0.328  0.1865
H 2.308 1.152 0.217  0.2091
H 1.159 3.483 -0.523  0.2485
H 0.065 0.218 -1.523  0.2198
H -0.693 -2.261 -0.916  0.4623
H -3.522 -4.750 -0.475  0.4706
H 0.565 -1.530 0.859  0.1629
H 1.664 1.475 -1.455  0.2148
H -0.521 0.524 0.138  0.2021
H -0.255 2.685 -0.379  0.2216

Properties
Gap between HOMO and LUMO, hartree: 0.379
DFT total energy, eV: -11520.3509
Spin multiplicity: 1
Energy relative to the best compared isomer or geometry (same formula, charge and spin), eV: 2.4150
LUMO, eV: 0.6
SMILES: O=CCCCCO.O



# 5
This record from the Open Molecules 2025 dataset describes a single C6H6N2S molecule at a distorted geometry. The level of theory is ωB97M-V/def2-TZVPD.

Each line ends with the natural charge from an NBO analysis.
Geometry (Å):
S -2.082 1.287 0.015  0.4132
N -0.268 -2.023 0.016  -0.3000
N -1.228 -1.116 0.005  -0.1525
C 1.718 1.137 0.009  -0.6269
C -3.207 -0.047 -0.006  -0.4153
C 0.717 0.043 0.019  -0.1315
C 0.875 -1.335 0.022  -0.0423
C -0.781 0.165 0.013  -0.0638
C -2.589 -1.242 -0.007  -0.0333
H 1.565 1.818 0.846  0.2172
H -4.259 0.152 -0.032  0.2462
H 1.653 1.716 -0.912  0.2169
H 2.719 0.712 0.081  0.2227
H 1.798 -1.883 0.026  0.2090
H -3.028 -2.223 -0.015  0.2404

Properties
Gap between HOMO and LUMO, hartree: 0.315
DFT total energy, eV: -20133.6515
Spin multiplicity: 1
Energy relative to the best compared isomer or geometry (same formula, charge and spin), eV: 0.0000
LUMO, eV: 0.7
SMILES: Cc1cnn2ccsc12



# 6
This record from the Open Molecules 2025 dataset describes a single C2H8N2P2 molecule at a distorted geometry. The level of theory is ωB97M-V/def2-TZVPD.

Each line ends with the natural charge from an NBO analysis.
Geometry (Å):
P 1.993 -0.461 0.151  0.5806
P -0.688 0.782 -0.809  1.2319
N -1.168 -0.745 -0.310  -0.5615
N 1.036 0.648 -0.614  -1.2961
C -0.665 -1.849 -0.622  -0.3979
C -0.922 1.674 0.823  -0.9328
H -1.948 1.883 1.060  0.2309
H -0.326 1.249 1.672  0.2389
H -0.563 2.638 0.745  0.2236
H 0.030 -1.993 -1.323  0.2023
H 1.743 -1.656 -0.504  -0.0777
H 1.474 1.409 -1.141  0.4140
H -1.162 -2.691 -0.227  0.2095
H 1.167 -0.888 1.098  -0.0658

Properties
<S²>: 2.010
Gap between HOMO and LUMO (alpha / beta), hartree: 0.245 / 0.233
DFT total energy, eV: -23756.4019
Spin multiplicity: 3
Energy relative to the best compared isomer or geometry (same formula, charge and spin), eV: 1.2691
LUMO (alpha / beta), eV: 1.2 / -2.4



# 7
This record from the Open Molecules 2025 dataset describes a molecular structure, C7H18BeO9P at a distorted geometry. The level of theory is ωB97M-V/def2-TZVPD.

Each line ends with the natural charge from an NBO analysis.
Geometry (Å):
P 0.094 2.442 2.789  2.4556
O 1.833 -0.930 2.437  -0.7051
O 0.608 3.033 4.137  -1.2154
O -0.650 1.152 2.852  -1.2661
O -1.761 1.764 -0.437  -0.9186
O 1.453 1.852 -1.282  -0.9153
O -0.902 3.492 2.299  -0.7424
O 1.018 2.325 1.597  -1.1366
O 2.099 -1.341 -0.723  -0.9695
O -1.035 -1.933 0.883  -0.9342
C -1.967 1.430 -2.891  -0.6552
C 3.130 -0.493 2.569  -0.2379
C -2.354 -2.330 0.851  -0.0306
C 2.578 1.008 -1.679  -0.0939
C 2.389 -0.527 -1.860  -0.0858
C -2.836 -2.766 -0.565  -0.6526
C -2.173 0.895 -1.480  -0.0672
Be 0.285 0.273 0.627  1.5657
H 3.475 1.284 -1.125  0.0715
H -2.322 2.443 -3.080  0.1538
H -2.957 -2.029 -1.359  0.2058
H 2.984 1.339 -2.634  0.0463
H -2.352 -3.225 1.473  0.0656
H -1.636 -0.052 -1.417  0.1314
H 1.372 -0.973 3.278  0.4760
H -2.397 0.842 -3.702  0.1253
H -3.028 -1.626 1.337  0.1148
H 3.214 0.326 3.285  0.1576
H 3.277 -1.005 -2.275  0.0575
H -3.209 0.616 -1.287  0.0612
H 3.694 -1.371 2.882  0.0983
H 3.516 -0.190 1.596  0.2180
H -2.300 -3.650 -0.911  0.1711
H -0.896 1.506 -3.080  0.2328
H -3.902 -2.958 -0.445  0.1329
H 1.656 -0.624 -2.661  0.0853

Properties
<S²>: 0.759
Gap between HOMO and LUMO (alpha / beta), hartree: 0.164 / 0.164
Total charge: -4
DFT total energy, eV: -35650.7080
Spin multiplicity: 2
LUMO (alpha / beta), eV: 10.0 / 10.0



Question: Look up the spin multiplicity of the third one.
Answer: 1



Question: Which formula does entry 3 have?
Answer: C2H4INS



Question: DFT total energy of number 2 (C4H14O4)?
Answer: -12564.1948 eV